1.
This record from the OMol25 dataset describes C33H30AsCl2O2PSbSe4Y as an isolated structure in a non-equilibrium geometry. The level of theory is ωB97M-V/def2-TZVPD.

```
75
Properties=species:S:1:pos:R:3:forces:R:3:lowdin_charge:R:1
Y -3.937936 1.457357 -1.703306 0.82 1.60 -0.57 1.20
C -3.694206 -0.601879 -3.384080 0.05 -0.39 0.50 -0.26
C -4.687000 0.269993 -3.909133 -0.40 -0.78 -0.86 -0.27
C -4.006308 1.258524 -4.670628 -0.41 0.56 0.62 -0.21
C -2.633888 1.097098 -4.477595 0.67 -0.26 0.07 -0.17
C -2.425833 -0.066632 -3.701577 -0.28 -0.16 0.55 -0.20
H -3.856393 -1.557281 -2.877117 -0.06 0.42 -0.06 0.10
H -5.758232 0.035647 -3.936911 0.49 0.31 0.08 0.10
H -4.454464 2.084014 -5.214709 -0.01 -0.17 0.22 0.09
H -1.819129 1.707574 -4.860114 -0.44 0.00 0.05 0.09
H -1.485463 -0.511224 -3.380878 -0.12 0.29 -0.26 0.08
Se -1.770147 6.291698 -2.032105 -0.08 0.25 -0.29 -0.33
Sb -3.848000 5.569239 -0.981864 0.70 -0.96 0.74 -0.37
Se -2.933789 3.851968 0.690773 -0.71 -0.41 -0.67 -0.24
Se -4.926474 3.873134 -2.555394 -0.13 0.11 -0.27 -0.13
Se -5.377827 7.150656 0.019144 -0.08 0.05 -0.18 -0.35
C 0.841153 1.398151 1.623135 0.15 0.20 0.21 -0.42
C 2.177987 0.750239 1.305142 0.34 0.38 0.36 -0.42
As 2.216845 -1.225707 1.397211 -0.44 0.42 -0.02 1.34
C 3.824057 -1.478595 0.349342 0.05 0.13 0.73 -0.44
C 5.036242 -0.971319 0.785156 0.82 0.39 -0.07 -0.12
C 6.211979 -1.324106 0.114299 0.00 0.24 -0.21 -0.09
C 6.184511 -2.124660 -1.044803 -0.59 -0.09 0.79 -0.10
C 4.952844 -2.656215 -1.421804 -0.10 -0.18 -0.71 -0.10
C 3.783797 -2.325558 -0.729191 -0.18 -0.67 -0.76 -0.14
C 3.033137 -1.287993 3.161720 0.07 0.36 0.02 -0.42
C 3.907785 -2.318053 3.459945 0.17 -1.00 0.03 -0.13
C 4.326238 -2.536886 4.770321 0.06 0.21 -0.67 -0.10
C 3.957780 -1.670232 5.775455 -0.35 0.07 0.06 -0.11
C 3.120272 -0.606108 5.482035 -0.12 0.06 -0.85 -0.09
C 2.672646 -0.389944 4.171412 0.02 -0.02 0.35 -0.09
P -0.656622 1.098994 0.582230 -0.81 -0.22 0.75 1.02
C -0.888970 -0.735339 0.658198 0.03 -0.50 -0.33 -0.42
C -1.257087 -1.317900 1.887041 -0.29 1.08 -0.83 -0.14
C -1.793852 -2.584748 1.923136 0.44 0.21 1.66 -0.12
C -1.791829 -3.390250 0.828857 -0.45 -0.35 -1.19 -0.12
C -1.482019 -2.839881 -0.408517 0.31 -0.57 -0.45 -0.09
C -1.017861 -1.540402 -0.498615 -0.25 0.83 0.09 -0.12
C -0.109699 1.385361 -1.106458 0.06 -0.25 -0.31 -0.41
C 0.872180 0.631306 -1.716892 0.97 -0.52 0.00 -0.14
C 1.422838 1.041224 -2.928643 0.61 -1.38 0.75 -0.10
C 0.892261 2.104589 -3.598322 -0.97 1.94 -1.05 -0.10
C -0.159682 2.862790 -3.044572 0.09 -1.13 0.41 -0.07
C -0.647621 2.468259 -1.791375 0.45 0.78 -0.13 -0.15
H 0.986463 2.486794 1.723203 -0.23 -0.20 -0.41 0.09
H 0.511672 1.129785 2.623222 -0.17 -0.26 0.26 0.04
H 2.943973 1.137590 2.017096 -0.32 -0.28 -0.54 0.07
H 2.482060 1.036663 0.305095 0.15 0.00 -0.20 0.05
H 5.048074 -0.271642 1.647647 0.21 -0.69 -0.61 0.12
H 7.154692 -0.956323 0.502790 0.05 0.07 -0.15 0.09
H 7.086092 -2.379704 -1.606335 -0.23 0.13 0.32 0.10
H 4.883509 -3.342173 -2.282777 0.08 0.45 0.45 0.10
H 2.811194 -2.746119 -1.030726 0.56 0.11 0.07 0.10
H 4.252322 -3.003213 2.658585 -0.34 0.43 0.60 0.11
H 4.936283 -3.383806 5.001379 0.42 -0.36 0.04 0.09
H 4.308208 -1.850298 6.777256 -0.03 0.05 0.27 0.09
H 2.777265 0.051407 6.249802 -0.01 0.41 0.45 0.09
H 2.059289 0.499675 3.953356 0.21 -0.68 0.17 0.09
H -1.257695 -0.693388 2.774773 -0.04 -0.08 0.04 0.10
H -2.210376 -2.946155 2.858916 0.22 -0.09 0.02 0.10
H -2.123369 -4.408615 0.921003 -0.23 -0.25 -0.12 0.09
H -1.611625 -3.431857 -1.328039 0.17 0.26 0.49 0.11
H -0.833048 -1.113645 -1.493385 -0.06 -0.23 0.61 0.07
H 1.247776 -0.279795 -1.213559 -0.04 0.65 -0.37 0.08
H 2.310395 0.500533 -3.271284 -0.42 0.14 -0.28 0.10
H 1.253279 2.409824 -4.592247 0.09 -0.24 0.54 0.11
H -0.640244 3.708809 -3.531569 0.28 -0.07 0.01 0.08
H -1.345713 3.091557 -1.241607 -0.29 0.26 -0.17 -0.04
Cl -7.124230 1.479009 2.002292 0.48 -0.86 -0.18 0.60
C -5.786288 0.292149 1.786983 -0.15 0.44 0.54 -0.95
Cl -6.280673 -1.431047 1.981595 -0.03 0.53 -0.15 0.56
C -5.088750 0.465645 0.445703 -0.12 0.55 -2.48 -0.72
O -5.803498 0.930266 -0.542641 1.27 -1.11 1.89 -0.19
O -3.852749 0.185246 0.289827 -1.84 0.15 0.70 -0.14
H -5.108544 0.505907 2.603669 0.21 -0.11 -0.10 0.06
```
Positions in Å, forces in eV/Å.

Values from the calculation:
E: -14808.030267 Eh
Total charge: -2
Frontier orbital gap: 4.58 eV
Max |F|: 2.5 eV Å⁻¹
HOMO level: -1.224 eV


2.
This record from the OMol25 dataset describes C33H30ClN7S3Ta as an isolated structure. The level of theory is ωB97M-V/def2-TZVPD.

```
75
Properties=species:S:1:pos:R:3:forces:R:3:lowdin_charge:R:1
Ta -1.384993 -0.129461 -0.539786 -0.10 -0.07 0.01 1.40
C 0.565374 -5.233510 4.036926 0.00 0.00 0.00 -0.04
C 0.392354 -4.283050 2.886261 -0.01 0.00 -0.01 -0.25
C -0.766178 -4.274316 2.118494 0.00 0.00 0.00 -0.02
C -0.924596 -3.375921 1.075199 -0.01 -0.02 0.01 -0.06
C 0.068329 -2.457673 0.776990 0.04 0.03 0.00 -0.26
N -0.055215 -1.571733 -0.349901 0.00 0.02 -0.01 -0.14
C 0.816172 -1.901114 -1.428791 0.02 0.02 0.00 -0.24
C 0.974636 -3.238385 -1.806944 0.00 -0.01 0.01 -0.01
C 1.770113 -3.595348 -2.874051 0.01 0.00 0.00 -0.01
C 2.425898 -2.626780 -3.635694 -0.01 0.00 0.00 -0.25
C 3.286312 -3.007395 -4.806497 0.00 0.00 0.00 -0.03
C 2.269151 -1.302819 -3.267134 0.00 -0.01 -0.01 0.03
C 1.504729 -0.937715 -2.160093 0.00 0.01 -0.02 -0.13
N 1.497572 0.431945 -1.793141 -0.01 0.00 -0.03 -0.04
C 2.491411 1.316836 -2.010363 0.03 0.00 0.06 -0.04
C 2.088619 2.533587 -1.521171 -0.02 0.01 -0.05 -0.01
C 0.813007 2.308065 -1.010251 0.02 0.00 0.04 -0.17
N 0.464346 1.032410 -1.159571 -0.01 0.01 -0.01 -0.11
C 1.238174 -2.463351 1.535513 0.00 0.01 -0.01 -0.13
C 1.390274 -3.363548 2.575728 0.00 -0.01 0.00 0.05
N 2.299064 -1.569709 1.237468 -0.02 -0.01 -0.02 -0.10
C 3.596249 -1.897761 1.017075 0.02 0.01 0.08 -0.06
C 4.287192 -0.720575 0.889059 -0.01 0.00 -0.08 -0.05
C 3.305105 0.279237 1.045168 0.02 -0.01 0.07 -0.16
N 2.106613 -0.236073 1.256157 -0.01 0.01 -0.04 0.11
H -0.240579 -5.964197 4.069647 0.00 0.00 0.00 0.08
H 1.511502 -5.770327 3.963717 0.00 0.00 0.00 0.09
H 0.567858 -4.692331 4.984319 0.00 0.00 0.00 0.09
H -1.557361 -4.980695 2.336079 0.00 0.00 0.00 0.12
H -1.826793 -3.391155 0.476666 0.00 0.00 0.00 0.10
H 0.457628 -3.999194 -1.236169 0.00 0.00 0.00 0.13
H 1.870827 -4.641363 -3.135703 0.00 0.00 0.00 0.12
H 2.906294 -3.900881 -5.299705 0.00 0.00 0.00 0.08
H 3.335910 -2.204734 -5.540834 0.00 0.00 0.00 0.08
H 4.305158 -3.221039 -4.477827 0.00 0.00 0.00 0.09
H 2.745396 -0.529837 -3.856485 0.00 0.00 0.00 0.12
H 3.420166 1.006198 -2.454404 0.00 0.00 0.00 0.14
H 2.637689 3.457829 -1.526762 0.00 0.00 -0.01 0.12
H 0.137293 3.012149 -0.554740 0.00 0.00 0.00 0.08
H 2.299859 -3.326511 3.163618 0.00 0.00 0.00 0.13
H 3.911277 -2.927026 0.976536 0.00 0.00 0.00 0.13
H 5.342606 -0.598559 0.719720 0.00 0.00 -0.01 0.10
H 3.427331 1.350512 1.033723 0.00 0.00 0.00 0.10
S -2.720018 1.434164 3.663134 0.00 0.00 0.02 0.65
C -2.211137 0.850735 2.257869 -0.04 -0.03 0.01 -1.74
S -2.710832 -0.650090 1.500273 -0.07 0.04 -0.05 0.54
S -1.041044 1.570318 1.185282 0.11 0.00 0.00 0.54
N -5.077163 -1.019345 -0.414633 0.01 0.00 0.01 0.11
C -4.343272 -1.830250 -1.203717 0.01 0.03 -0.04 -0.36
C -5.030221 -2.821414 -1.946711 -0.01 -0.01 0.01 0.00
C -4.362004 -3.625903 -2.817012 0.01 0.00 -0.01 -0.04
C -2.980000 -3.446782 -2.975046 0.00 0.00 0.00 -0.05
C -2.376404 -2.481180 -2.230648 -0.01 -0.01 0.01 -0.16
N -3.004240 -1.673587 -1.327614 0.03 -0.02 0.01 -0.05
H -6.041566 -1.264935 -0.273158 0.00 0.00 0.01 0.12
H -4.625473 -0.511157 0.332163 0.00 -0.01 0.00 -0.03
H -6.098133 -2.915235 -1.804035 0.00 0.00 0.00 0.12
H -4.892515 -4.381800 -3.380255 0.00 0.00 0.00 0.12
H -2.397992 -4.038605 -3.665240 0.00 0.00 0.00 0.11
H -1.318428 -2.314308 -2.360772 0.01 -0.01 0.01 0.08
Cl -3.774440 1.779113 -0.969899 0.02 0.02 0.03 0.75
C -2.701709 2.712944 -1.989735 0.02 0.01 -0.03 -0.59
C -2.777169 4.092737 -1.990453 -0.01 0.00 0.01 -0.08
C -1.910667 4.798605 -2.811392 0.00 0.00 0.00 -0.07
C -1.000898 4.114873 -3.608346 0.00 0.00 0.00 -0.07
C -0.946140 2.730524 -3.580127 0.00 0.00 0.00 -0.05
C -1.798864 1.990852 -2.762229 0.01 -0.01 0.00 -0.36
C -1.759969 0.500289 -2.654277 -0.04 0.02 0.00 -0.27
H -3.495181 4.600079 -1.361220 0.00 0.00 0.00 0.11
H -1.951670 5.878988 -2.829898 0.00 0.00 0.00 0.11
H -0.330768 4.665292 -4.255344 0.00 0.00 0.00 0.11
H -0.229273 2.204227 -4.200123 0.00 0.00 0.00 0.12
H -0.955460 0.102021 -3.283962 0.00 -0.01 0.01 0.07
H -2.700225 0.083551 -3.016424 0.00 0.00 0.01 0.06
```
Positions in Å, forces in eV/Å.

Values from the calculation:
E: -3370.486566 Eh
Total charge: +1
Frontier orbital gap: 6.94 eV
Max |F|: 0.1 eV Å⁻¹
HOMO level: -10.571 eV


Question: What is the formula in the first record?
Answer: C33H30AsCl2O2PSbSe4Y


Question: Which value of total charge does entry 1 give?
Answer: -2


Question: Among the records above, which one has the lowest frontier orbital gap?
Answer: C33H30AsCl2O2PSbSe4Y


Question: Which of these has the highest HOMO level?
Answer: C33H30AsCl2O2PSbSe4Y